*a*
Molecular formula: C29H61N4O4PS2
Method: DFT, the ωB97M-V functional and the def2-TZVPD basis

ORCA input file:
```
! wB97M-V def2-TZVPD RIJCOSX def2/J DEFGRID3
* xyz 0 1
C 11.6390 0.3728 0.9483
C 11.0276 -1.0238 0.7907
C 9.5085 -0.9800 0.5396
C 9.1187 -1.4366 -0.8731
C 7.7515 -0.9073 -1.3502
C 6.6019 -1.9384 -1.2744
C 5.7887 -1.9954 -2.5737
C 4.9776 -0.7055 -2.7925
N 3.6085 -1.0181 -3.2477
C 2.7971 -1.4956 -2.0935
C 1.5466 -2.2626 -2.4722
C 0.8098 -2.7644 -1.2126
C -0.6161 -2.2083 -1.1263
C -1.2741 -2.4040 0.2447
C -1.3984 -1.1326 1.1104
C -1.9011 0.1142 0.3909
C -3.3293 -0.0234 -0.1256
C 2.9843 0.0669 -3.8967
S 1.9283 -0.1794 -5.1064
S 3.3192 1.7686 -3.5013
C 3.2220 1.9546 -1.7008
C 3.2454 3.4739 -1.4013
C 1.9385 4.0220 -0.8161
C 0.8527 4.3906 -1.8118
C 0.4185 3.3093 -2.8114
O -0.9969 3.5309 -2.9012
C -1.3562 3.7905 -1.6160
O -2.3530 3.4314 -1.0904
O -0.3681 4.5065 -1.0334
H 11.3909 0.7920 1.9248
H 11.2662 1.0566 0.1845
H 12.7270 0.3257 0.8974
H 11.5510 -1.5387 -0.0172
H 11.2442 -1.5694 1.7104
H 9.1231 0.0128 0.7787
H 9.0583 -1.6787 1.2498
H 9.0892 -2.5281 -0.8555
H 9.9079 -1.1477 -1.5701
H 7.8461 -0.4888 -2.3537
H 7.4868 -0.0719 -0.6971
H 7.0124 -2.9298 -1.0821
H 5.9201 -1.6370 -0.4758
H 6.5011 -2.1140 -3.3928
H 5.1334 -2.8663 -2.5788
H 4.9330 -0.1612 -1.8432
H 5.4785 -0.0943 -3.5374
H 2.4756 -0.6182 -1.5206
H 3.4378 -2.1317 -1.4861
H 1.7644 -3.0811 -3.1588
H 0.8462 -1.6235 -3.0103
H 0.7720 -3.8551 -1.2159
H 1.3563 -2.4841 -0.3046
H -0.5984 -1.1679 -1.4512
H -1.2078 -2.7469 -1.8719
H -0.6651 -3.1126 0.8147
H -2.2518 -2.8755 0.1411
H -2.1329 -1.3548 1.8897
H -0.4478 -0.9445 1.6172
H -1.2482 0.4544 -0.4157
H -1.9032 0.9266 1.1236
H -3.7254 0.9635 -0.3687
H -4.0031 -0.4461 0.6198
H -3.3847 -0.6103 -1.0458
H 4.0700 1.4919 -1.2029
H 2.3144 1.5234 -1.2820
H 3.5183 3.9986 -2.3222
H 4.0480 3.6833 -0.6963
H 1.5362 3.3629 -0.0474
H 2.2039 4.9511 -0.3050
H 1.0482 5.3057 -2.3712
H 0.8831 3.3315 -3.7909
H 0.5388 2.2866 -2.4401
C -8.0409 2.4006 2.9110
N -8.3230 1.2167 2.1130
C -8.2972 1.5340 0.6884
P -7.4622 -0.2236 2.4281
O -6.0489 0.0459 2.0582
N -7.3544 -0.5482 4.0970
C -8.1768 0.0886 5.1012
C -6.0280 -0.8601 4.6156
N -8.7687 -1.3279 2.1570
C -8.3891 -2.4787 1.3248
C -10.1108 -0.8757 1.8105
H -8.6891 3.2127 2.5751
H -6.9988 2.7351 2.8316
H -8.2770 2.2366 3.9573
H -8.5529 0.6517 0.0949
H -7.3114 1.8818 0.3596
H -9.0397 2.3025 0.4650
H -7.7712 1.0584 5.4144
H -8.2382 -0.5455 5.9901
H -9.2006 0.2315 4.7509
H -5.4279 0.0382 4.8092
H -5.4743 -1.4839 3.9202
H -6.1344 -1.4157 5.5502
H -8.2575 -2.2123 0.2694
H -9.1463 -3.2603 1.3928
H -7.4498 -2.9054 1.6847
H -10.2040 -0.4962 0.7861
H -10.4579 -0.1086 2.4943
H -10.7745 -1.7375 1.9129
*
```

Calculated values
**Lowest unoccupied orbital energy**: -0.23 eV
**Molecular weight**: 624.9 g/mol
**Orbital gap**: 8.0 eV
**HOMO energy**: -0.3043 Ha

Atomic partial charges in e from the Löwdin method, atoms 1 to 6: -0.12, -0.27, -0.22, -0.21, -0.20, -0.20


*b*
Molecular formula: C29H61N4O4PS2
Method: DFT, the ωB97M-V functional and the def2-TZVPD basis

ORCA input file:
```
! wB97M-V def2-TZVPD RIJCOSX def2/J DEFGRID3
* xyz 0 1
C 12.2470 0.9741 1.0260
C 11.7345 -0.5833 0.7853
C 10.0909 -0.6824 0.5093
C 9.7201 -1.1993 -1.0084
C 8.1995 -0.7766 -1.5091
C 7.0980 -1.9917 -1.4046
C 6.1825 -2.1789 -2.7834
C 5.1797 -0.8559 -2.9417
N 3.7478 -1.2549 -3.3224
C 2.9863 -1.8014 -2.1352
C 1.6074 -2.6220 -2.5298
C 0.8220 -3.2383 -1.1879
C -0.7091 -2.6232 -1.1131
C -1.4861 -2.9024 0.3022
C -1.6614 -1.5943 1.2738
C -2.1698 -0.2293 0.5216
C -3.6921 -0.3175 -0.1028
C 3.1096 -0.0179 -3.9157
S 1.9308 -0.2828 -5.1489
S 3.4991 1.7622 -3.4741
C 3.4552 2.0603 -1.6241
C 3.6120 3.7101 -1.4050
C 2.2717 4.4119 -0.7730
C 1.1329 4.8207 -1.9010
C 0.5560 3.6691 -2.9186
O -0.9200 3.9202 -2.9875
C -1.2339 4.1609 -1.5559
O -2.3230 3.6873 -0.9271
O -0.0951 4.9579 -1.0515
H 11.9459 1.3549 2.0995
H 11.7647 1.7116 0.2214
H 13.4349 1.0062 0.9848
H 12.3734 -1.0300 -0.0891
H 12.0358 -1.1686 1.7805
H 9.5882 0.3293 0.8176
H 9.7110 -1.5199 1.2647
H 9.8066 -2.3896 -0.9808
H 10.5479 -0.7936 -1.7633
H 8.2610 -0.2924 -2.5926
H 7.8208 0.0833 -0.7797
H 7.6568 -3.0052 -1.2198
H 6.3407 -1.7051 -0.5335
H 6.9535 -2.2336 -3.6907
H 5.5675 -3.2017 -2.7700
H 5.1205 -0.3058 -1.9028
H 5.6772 -0.1543 -3.7661
H 2.6475 -0.8545 -1.4935
H 3.6912 -2.5258 -1.5358
H 1.7994 -3.4951 -3.3194
H 0.7912 -1.9242 -3.0504
H 0.7749 -4.4295 -1.2516
H 1.3945 -2.9991 -0.1916
H -0.6492 -1.5014 -1.4400
H -1.3233 -3.1902 -1.9640
H -0.8524 -3.6970 0.9287
H -2.5310 -3.4094 0.1221
H -2.5113 -1.8712 2.0654
H -0.6675 -1.4418 1.8791
H -1.4478 0.1857 -0.3017
H -2.2165 0.6148 1.3646
H -4.0905 0.7858 -0.3198
H -4.4814 -0.7953 0.6361
H -3.7258 -0.8754 -1.1349
H 4.3793 1.5826 -1.0517
H 2.4705 1.7088 -1.0903
H 3.9288 4.1584 -2.4621
H 4.5217 3.9427 -0.6801
H 1.8348 3.7832 0.1306
H 2.6328 5.4424 -0.2928
H 1.3737 5.7426 -2.6176
H 1.0546 3.6329 -3.9834
H 0.5642 2.5431 -2.5678
C -7.7746 2.1582 2.6274
N -8.4427 1.0619 1.9345
C -8.4608 1.3699 0.4976
P -8.0208 -0.5699 2.2340
O -6.5233 -0.3067 1.9414
N -7.8070 -0.9110 3.8857
C -8.1875 -0.0568 4.9950
C -6.5988 -1.6516 4.2524
N -9.7424 -0.8725 2.5704
C -10.2099 -2.0128 1.7845
C -10.8029 0.1309 2.6258
H -8.1997 3.1227 2.3222
H -6.6970 2.1849 2.4361
H -7.9388 2.1155 3.7030
H -9.0105 0.5971 -0.0508
H -7.4493 1.4226 0.0802
H -8.9734 2.3185 0.3018
H -7.4254 0.6982 5.2084
H -8.3257 -0.6512 5.9084
H -9.1409 0.4475 4.8361
H -5.7305 -0.9852 4.3186
H -6.3802 -2.4299 3.5127
H -6.7145 -2.1600 5.2149
H -10.3098 -1.7535 0.7245
H -11.1710 -2.3908 2.1511
H -9.4999 -2.8446 1.8630
H -11.0491 0.5285 1.6355
H -10.5571 0.9665 3.2869
H -11.7173 -0.3080 3.0430
*
```

Calculated values
**Lowest unoccupied orbital energy**: -0.90 eV
**Molecular weight**: 624.9 g/mol
**Orbital gap**: 7.1 eV
**HOMO energy**: -0.2934 Ha

Atomic partial charges in e from the Löwdin method, atoms 1 to 6: -0.17, -0.26, -0.22, -0.22, -0.21, -0.22


Most stable to least stable, the ends of the list are *a* and *b*.


*a*
Molecular formula: C5H14NO
Method: DFT, the ωB97M-V functional and the def2-TZVPD basis

ORCA input file:
```
! wB97M-V def2-TZVPD RIJCOSX def2/J DEFGRID3
* xyz 0 2
C 1.9325 2.4532 0.9575
N 0.6189 2.9335 0.4962
C -0.0356 1.9570 -0.3734
O -0.3775 0.7729 0.2093
H 1.8878 1.7748 1.8102
H 2.5833 3.3060 1.1262
H 2.3641 1.8667 0.1405
H -0.0138 3.0243 1.2803
H 0.6328 1.7683 -1.2239
H -0.9625 2.4264 -0.7377
C 0.5041 -1.9425 -0.3742
C -0.8987 -2.1104 -0.9401
C -1.9819 -2.0949 0.1217
H 0.6051 -1.0488 0.2572
H 1.2330 -1.7872 -1.1696
H 0.6921 -2.7748 0.3084
H -0.9178 -3.0418 -1.5145
H -1.0722 -1.3198 -1.6765
H -2.9063 -2.5984 -0.1542
H -1.6550 -2.5028 1.0831
H -2.2324 -1.0616 0.3735
*
```

Calculated values
**⟨S²⟩**: 0.754
**Lowest unoccupied orbital energy (spin up / spin down)**: 1.01 / -1.68 eV
**Molecular weight**: 104.2 g/mol
**Orbital gap (spin up / spin down)**: 10.6 / 7.8 eV
**HOMO energy (spin up / spin down)**: -0.3530 / -0.3493 Ha

Atomic partial charges in e from the natural (NBO) method, atoms 1 to 6: -0.43, -0.63, 0.00, -0.29, 0.19, 0.20


*b*
Molecular formula: C5H14NO
Method: DFT, the ωB97M-V functional and the def2-TZVPD basis

ORCA input file:
```
! wB97M-V def2-TZVPD RIJCOSX def2/J DEFGRID3
* xyz 0 2
C -1.9658 -0.1148 -0.1169
O -1.9444 -0.6448 1.1914
C -0.5096 0.3649 -0.4303
C 0.6883 -0.6215 -0.3474
C 1.0943 -0.8053 1.0854
C 1.7239 -0.1622 -1.3434
N -0.3461 1.5812 0.4974
H -2.2612 -0.7918 -0.9540
H -2.6890 0.6828 -0.2740
H -2.0332 -1.6001 1.1677
H -0.6572 0.8382 -1.4133
H 0.1543 -1.5354 -0.7223
H 0.3874 -1.3449 1.7410
H 1.5033 0.1364 1.4278
H 1.8718 -1.5469 1.3928
H 1.5530 -0.6754 -2.3043
H 1.7833 0.8806 -1.6338
H 2.7051 -0.3471 -0.9107
H -0.9685 2.3892 0.0781
H -0.6755 1.3381 1.4389
H 0.5859 1.9787 0.4297
*
```

Calculated values
**⟨S²⟩**: 0.751
**Lowest unoccupied orbital energy (spin up / spin down)**: 0.57 / 0.35 eV
**Molecular weight**: 104.2 g/mol
**Orbital gap (spin up / spin down)**: 3.9 / 11.1 eV
**HOMO energy (spin up / spin down)**: -0.1231 / -0.3947 Ha

Atomic partial charges in e from the natural (NBO) method, atoms 1 to 6: -0.11, -0.74, -0.13, -0.25, -0.66, -0.64


Most stable to least stable, the ends of the list are *a* and *b*.


*a*
Molecular formula: C2H4O2S2
Method: DFT, the ωB97M-V functional and the def2-TZVPD basis

ORCA input file:
```
! wB97M-V def2-TZVPD RIJCOSX def2/J DEFGRID3
* xyz 0 1
C -0.2381 -0.2740 0.1336
C -1.6662 0.1029 -0.3316
O 0.5149 0.7468 0.5792
O 2.4467 -0.1229 -0.7746
S 2.1888 0.7902 0.3014
S 0.3409 -1.7647 -0.0197
H -1.8385 1.1456 -0.1227
H -1.6322 -0.1240 -1.4299
H -2.4318 -0.4336 0.1027
H 2.3155 -0.0664 1.5614
*
```

Calculated values
**Lowest unoccupied orbital energy**: 0.13 eV
**Molecular weight**: 124.2 g/mol
**Orbital gap**: 8.8 eV
**HOMO energy**: -0.3199 Ha

Atomic partial charges in e from the natural (NBO) method, atoms 1 to 6: 0.20, -0.67, -0.71, -0.89, 1.38, -0.01


*b*
Molecular formula: C2H4O2S2
Method: DFT, the ωB97M-V functional and the def2-TZVPD basis

ORCA input file:
```
! wB97M-V def2-TZVPD RIJCOSX def2/J DEFGRID3
* xyz 0 1
C -1.8617 -0.3927 0.6172
C 1.7673 0.0908 -0.4163
O -3.1368 -1.5278 1.6963
O -0.2966 1.7235 -0.3290
S -0.9919 -1.1683 -0.4787
S 0.2067 0.6700 -1.1860
H -1.8971 0.6326 0.9260
H 1.6500 0.0534 0.6613
H 2.0108 -0.8853 -0.8213
H 2.5495 0.8038 -0.6695
*
```

Calculated values
**Lowest unoccupied orbital energy (spin up / spin down)**: -1.34 / -1.32 eV
**Molecular weight**: 124.2 g/mol
**Orbital gap (spin up / spin down)**: 7.7 / 7.7 eV
**HOMO energy (spin up / spin down)**: -0.3307 / -0.3296 Ha

Atomic partial charges in e from the natural (NBO) method, atoms 1 to 6: -0.13, -0.83, -0.59, -0.91, 0.31, 1.16


Most stable to least stable, the ends of the list are *a* and *b*.


*a*
Molecular formula: C5H11N
Method: DFT, the ωB97M-V functional and the def2-TZVPD basis

ORCA input file:
```
! wB97M-V def2-TZVPD RIJCOSX def2/J DEFGRID3
* xyz -1 2
C 1.0035 1.3668 0.7237
C 1.5482 0.0407 0.2235
C 0.4459 -0.4198 -0.8041
C -0.4939 -1.2983 -0.4175
C -1.8218 -1.4215 -1.1239
N -0.1194 1.4037 1.7194
H 1.8321 1.8406 1.2375
H 0.9370 1.9721 -0.2102
H 2.4829 0.1169 -0.3596
H 1.6416 -0.7787 0.9244
H 0.3183 0.2187 -1.6704
H -0.2058 -2.0841 0.3303
H -2.2567 -0.4381 -1.0999
H -1.6709 -1.4239 -2.2668
H -2.3247 -2.2801 -0.6077
H -0.9191 0.8622 1.3658
H -0.3971 2.3228 2.0355
*
```

Calculated values
**⟨S²⟩**: 0.752
**Lowest unoccupied orbital energy (spin up / spin down)**: 4.28 / 4.16 eV
**Molecular weight**: 85.1 g/mol
**Orbital gap (spin up / spin down)**: 2.8 / 8.7 eV
**HOMO energy (spin up / spin down)**: 0.0547 / -0.1660 Ha

Atomic partial charges in e from the natural (NBO) method, atoms 1 to 6: -0.25, -0.45, -0.49, -0.30, -0.91, -0.88


*b*
Molecular formula: C5H11N
Method: DFT, the ωB97M-V functional and the def2-TZVPD basis

ORCA input file:
```
! wB97M-V def2-TZVPD RIJCOSX def2/J DEFGRID3
* xyz -1 2
C -0.1519 1.2056 -0.9861
C -0.3541 0.3989 0.2923
C 0.7703 -0.4267 0.8014
C -0.1422 -2.6282 0.1698
C 0.8290 -1.7839 0.7264
N -1.0140 2.4277 -0.7752
H -0.2942 0.5864 -1.8470
H 0.9461 1.3633 -1.1867
H -0.9771 0.9969 0.9416
H -1.0646 -0.4278 0.1193
H 1.7371 0.0451 1.0859
H 0.0862 2.6170 -0.0681
H -0.0720 -3.6979 0.4408
H -1.1142 -2.3317 -0.2062
H 1.7244 -2.2682 1.1232
H 1.3857 2.3395 0.6071
H -0.7609 3.0031 -1.6101
*
```

Calculated values
**⟨S²⟩**: 0.779
**Lowest unoccupied orbital energy (spin up / spin down)**: 3.87 / 3.26 eV
**Molecular weight**: 85.1 g/mol
**Orbital gap (spin up / spin down)**: 6.0 / 5.3 eV
**HOMO energy (spin up / spin down)**: -0.0765 / -0.0763 Ha

Atomic partial charges in e from the natural (NBO) method, atoms 1 to 6: -0.27, -0.48, -0.06, -0.41, -0.31, -0.97


*c*
Molecular formula: C5H11N
Method: DFT, the ωB97M-V functional and the def2-TZVPD basis

ORCA input file:
```
! wB97M-V def2-TZVPD RIJCOSX def2/J DEFGRID3
* xyz -1 2
C 0.6225 -1.6492 -1.9938
N -0.0547 -0.4325 -1.4668
C -0.1634 -0.0866 -0.0767
C -1.2672 0.6051 0.5153
C -1.1198 1.3516 1.8077
C 1.2614 0.1143 0.6531
H 0.5142 -2.3939 -1.1700
H 1.7025 -1.4398 -2.2068
H 0.2142 -1.9091 -2.9532
H -0.7137 0.0896 -2.0772
H -2.3591 0.4284 0.0994
H -1.8029 2.2831 1.9056
H -0.1036 1.5822 1.9229
H -1.4288 0.7332 2.6155
H 2.0745 0.0132 -0.1153
H 1.3589 1.1919 0.9377
H 1.2652 -0.4816 1.6026
*
```

Calculated values
**⟨S²⟩**: 0.752
**Lowest unoccupied orbital energy (spin up / spin down)**: 4.23 / 4.13 eV
**Molecular weight**: 85.1 g/mol
**Orbital gap (spin up / spin down)**: 2.9 / 7.5 eV
**HOMO energy (spin up / spin down)**: 0.0476 / -0.1249 Ha

Atomic partial charges in e from the natural (NBO) method, atoms 1 to 6: -0.73, -0.73, 0.05, -0.42, -0.64, -0.76


Most stable to least stable, the ends of the list are *a* and *b*.